1.
{
  "formula": "C4H6N2O3",
  "method": "ωB97M-V with the def2-TZVPD basis set",
  "species": ["C", "C", "C", "C", "N", "N", "O", "O", "O", "H", "H", "H", "H", "H", "H"],
  "xyz": [[3.09, 0.62, -0.63], [1.85, 1.17, -0.70], [1.84, -0.47, 0.75], [-3.27, -0.84, 0.31], [3.04, -0.38, 0.27], [0.98, 0.54, 0.15], [-2.56, -0.02, -0.57], [-0.21, 0.73, 0.42], [-1.23, -0.25, -0.62], [3.94, 1.06, -1.12], [1.57, 1.92, -1.39], [1.57, -1.06, 1.53], [-3.00, -0.72, 1.31], [-3.27, -1.87, 0.06], [-4.32, -0.43, 0.23]],
  "mulliken_charge": [-0.273, -0.248, -0.205, -0.494, -0.569, 0.588, -0.179, -0.471, -0.147, 0.356, 0.412, 0.453, 0.274, 0.272, 0.233],
  "energy_ev": -13359.6815,
  "multiplicity": 1,
  "homo_ev": [-9.0379, -9.1883],
  "max_force_ev_per_a": 5.1,
  "e_above_lowest_kcal_mol": 214.4
}

=====

2.
{
  "formula": "C4H6N2O3",
  "method": "ωB97M-V with the def2-TZVPD basis set",
  "species": ["C", "C", "C", "C", "H", "H", "H", "H", "H", "H", "N", "N", "O", "O", "O"],
  "xyz": [[-0.35, -0.87, -1.19], [0.82, -1.55, -0.91], [0.19, -0.49, -0.04], [0.11, 1.40, 1.25], [-2.12, 0.08, -2.77], [-1.14, -1.71, -1.15], [0.98, -2.50, -0.56], [1.60, -1.02, -1.57], [-0.71, 0.55, 2.83], [0.63, 3.36, 1.34], [-0.74, 0.33, 1.74], [0.22, 2.56, 1.73], [-0.17, 0.02, -2.26], [-0.30, -0.90, 1.17], [0.97, 0.75, 0.39]],
  "mulliken_charge": [0.164, -0.873, 0.880, 0.475, 0.284, 0.270, 0.315, 0.208, 0.335, 0.261, -0.410, -0.680, -0.572, -0.282, -0.377],
  "energy_ev": -13356.5553,
  "multiplicity": 1,
  "homo_ev": -9.2553,
  "max_force_ev_per_a": 10.3,
  "e_above_lowest_kcal_mol": 286.5
}

=====

3.
{
  "formula": "C4H6N2O3S",
  "method": "ωB97M-V with the def2-TZVPD basis set",
  "species": ["C", "C", "C", "C", "N", "N", "O", "O", "O", "S", "H", "H", "H", "H", "H", "H"],
  "xyz": [[1.34, -1.23, -0.16], [0.34, -1.29, 0.81], [1.77, -0.02, -0.84], [-0.37, -0.14, 1.12], [1.58, 1.09, -0.16], [-1.74, 1.62, -0.55], [-1.19, -0.60, -1.48], [-2.74, -0.63, 0.44], [0.66, 1.40, 0.58], [-1.63, -0.02, -0.26], [1.93, -2.03, -0.35], [0.48, -2.10, 1.55], [2.57, -0.09, -1.59], [-0.54, 0.13, 2.12], [-1.25, 1.70, -1.40], [-1.22, 2.22, 0.15]],
  "mulliken_charge": [-0.109, -0.692, -0.455, 0.011, -0.116, -0.652, -0.549, -0.630, -0.330, 1.197, 0.507, 0.311, 0.386, 0.438, 0.314, 0.368],
  "energy_ev": -24197.5855,
  "smiles": "NS(=O)(=O)/C=C\\C=C/N=O",
  "multiplicity": 1,
  "homo_ev": -9.2761,
  "max_force_ev_per_a": 4.4,
  "e_above_lowest_kcal_mol": 101.3
}

=====

4.
{
  "formula": "C4H6N2O3S",
  "method": "ωB97M-V with the def2-TZVPD basis set",
  "species": ["C", "C", "C", "C", "N", "N", "O", "O", "O", "S", "H", "H", "H", "H", "H", "H"],
  "xyz": [[0.77, -1.16, 0.74], [-1.65, 1.26, -0.41], [1.49, 0.87, -0.14], [0.36, 0.22, -0.97], [1.56, -0.05, 0.96], [0.03, -1.01, -0.36], [-2.14, -0.49, 1.35], [-1.49, 2.21, 0.22], [-2.56, -1.14, -1.01], [-2.88, -0.16, 0.10], [0.74, -1.95, 1.44], [2.43, 0.93, -0.72], [1.31, 1.88, 0.19], [0.39, 0.24, -1.99], [2.44, -0.22, 1.38], [-0.80, -1.44, -0.78]],
  "mulliken_spin": [0.238, 0.386, -0.005, 0.616, 0.076, -0.069, 0.172, 0.168, 0.074, 0.286, 0.016, 0.035, 0.032, -0.028, 0.002, 0.001],
  "energy_ev": -24198.2235,
  "multiplicity": 3,
  "homo_ev": [-5.8688, -8.9038],
  "max_force_ev_per_a": 3.9,
  "e_above_lowest_kcal_mol": 40.0
}

=====

5.
{
  "formula": "C4H6N2O8",
  "method": "ωB97M-V with the def2-TZVPD basis set",
  "species": ["C", "C", "C", "C", "N", "N", "O", "O", "O", "O", "O", "O", "O", "O", "H", "H", "H", "H", "H", "H"],
  "xyz": [[1.34, 1.37, -1.45], [-2.00, 0.72, -0.71], [2.56, -0.82, -0.91], [2.28, 0.54, -0.68], [2.67, 1.17, 0.54], [-0.47, -2.14, 1.27], [2.22, 2.24, 0.80], [0.13, -3.08, 1.73], [0.53, 0.90, -2.23], [3.47, 0.55, 1.21], [-1.59, -2.14, 0.85], [-1.12, 0.81, 0.15], [3.45, -1.43, -0.17], [0.27, -1.02, 1.07], [1.38, 2.52, -1.26], [-2.34, 1.73, -1.02], [-2.54, -0.19, -0.95], [2.28, -1.33, -1.84], [-0.17, -0.32, 0.54], [3.68, -0.71, 0.63]],
  "mulliken_charge": [0.008, -0.029, 0.015, 0.028, 1.155, 0.996, -0.637, -0.567, -0.525, -0.693, -0.561, -0.518, -0.524, -0.363, 0.307, 0.267, 0.247, 0.423, 0.526, 0.445],
  "energy_ev": -23596.4675,
  "smiles": "O=C/C(=C/O)[N+](=O)[O-].O=[N+]([O-])O.C=O",
  "multiplicity": 1,
  "homo_ev": -10.2760,
  "max_force_ev_per_a": 4.0,
  "e_above_lowest_kcal_mol": 42.1
}

=====

6.
{
  "formula": "C4H6N2OP",
  "method": "ωB97M-V with the def2-TZVPD basis set",
  "species": ["C", "C", "C", "C", "N", "N", "O", "P", "H", "H", "H", "H", "H", "H"],
  "xyz": [[0.63, 1.57, 0.79], [-0.86, 1.03, -1.17], [-1.06, -1.95, -1.74], [0.71, 0.18, 1.38], [-0.18, 1.81, -0.39], [0.46, -0.94, 0.47], [1.19, 2.50, 1.27], [-0.70, -0.71, -0.70], [-1.76, -1.74, -2.53], [-0.80, -2.98, -1.55], [1.70, 0.09, 1.82], [0.01, 0.18, 2.23], [-0.17, 2.81, -0.63], [0.82, -1.85, 0.74]],
  "mulliken_charge": [0.278, -0.069, -0.574, -0.330, -0.012, -0.256, -0.424, 0.607, 0.290, 0.288, 0.364, 0.281, 0.283, 0.273],
  "energy_ev": -18551.4469,
  "smiles": "C=P1=C=[NH+]C(=O)CN1",
  "multiplicity": 1,
  "charge": 1,
  "homo_ev": -14.0852,
  "max_force_ev_per_a": 1.8,
  "e_above_lowest_kcal_mol": 17.2
}